Here is a structure of composition C10H26F2HgNO11S2 from OMol25. Energies are from ωB97M-V with the def2-TZVPD basis set.

Calculated values
Spin multiplicity: 1
Maximum force: 0.08352 hartree/bohr
Lowest unoccupied orbital energy: 6.0 eV
Relative energy (zero: lowest compared OMol25 entry of this formula, charge and spin): 0.00 kcal per mole
Charge: -3
Kohn-Sham gap: 2.666 eV

```
53
C10H26F2HgNO11S2 (ωB97M-V with the def2-TZVPD basis set)
Hg -0.06008 0.31291 -0.22266
O -2.12084 -0.18783 -1.24604
C -2.99429 -1.21086 -0.89790
C -2.75081 -2.74523 -0.95888
O -2.40305 -3.27572 -2.11100
H -3.98386 -1.05870 -1.38737
H -3.31909 -1.01694 0.17683
H -3.70417 -3.23375 -0.58917
H -1.94430 -2.92546 -0.18438
O 0.92334 -0.27214 -2.21620
C 2.09007 -0.65219 -2.85219
C 2.16666 -1.84314 -3.85762
O 1.30450 -1.92497 -4.87236
H 2.91242 -0.88976 -2.11966
H 2.52773 0.26513 -3.32925
H 2.06892 -2.75342 -3.20091
H 3.23147 -1.80800 -4.23860
N 1.68081 0.83431 1.24101
S 2.00894 0.59651 2.78482
O 1.81049 1.78144 3.56960
O 3.00894 -0.33242 3.20103
F 0.70752 -0.28120 3.13034
S 3.23804 1.12919 0.70389
O 4.05339 0.00420 0.43591
O 3.80401 2.29675 1.30648
F 2.79913 1.61950 -0.71441
C -0.74041 4.87913 0.13810
C 0.17721 3.68531 0.01489
O -0.37417 2.69082 -0.86060
H -0.74980 5.48011 -0.78066
H -0.38369 5.56361 0.91315
H -1.78388 4.61281 0.30711
H 0.26092 3.18026 0.97585
H 1.15391 3.93139 -0.40642
H -0.61613 3.11265 -1.69084
C 1.71518 -3.81441 -0.37689
C 1.70599 -2.47515 0.31670
O 0.37162 -1.97802 0.42395
H 1.25894 -3.75954 -1.37133
H 1.16041 -4.63508 0.09006
H 2.76855 -4.09700 -0.47688
H 2.43966 -1.76968 -0.06695
H 2.07706 -2.62983 1.34793
H -0.20752 -2.68569 0.09573
C -3.93666 0.97407 2.12610
C -2.47531 1.25881 2.42792
O -1.61167 0.42638 1.65176
H -4.20806 1.13486 1.08250
H -4.49190 1.72857 2.70712
H -4.27574 -0.01875 2.41543
H -2.32768 1.02440 3.49059
H -2.15077 2.25534 2.13384
H -1.81193 -0.50355 1.82050
```

Results of the natural (NBO) charge analysis, in e, for atoms 1 through 5: number 1, Hg, carries 1.566; number 2, O, carries -0.938; number 3, C, carries -0.051; number 4, C, carries -0.006; number 5, O, carries -0.902